ORCA calculation (ωB97M-V/def2-TZVPD) on a structure of composition C10H23NO7Sr.

The geometry in XYZ format:
```
42
Properties=species:S:1:pos:R:3:forces:R:3:mulliken_charge:R:1
Sr 0.146 -0.371 0.221 2.040 -1.205 -1.467 1.593
C 2.653 -4.122 0.629 0.427 -0.518 0.566 -1.182
C 1.767 -2.919 0.498 -0.830 0.274 0.363 0.829
O 0.898 -2.909 -0.414 -0.091 0.318 0.012 -0.704
O 1.853 -2.017 1.386 -0.228 0.122 -0.149 -0.713
H 2.045 -5.028 0.618 -0.041 0.049 -0.245 0.296
H 3.162 -4.100 1.594 0.090 0.107 -0.140 0.312
H 3.400 -4.200 -0.159 -0.083 0.100 -0.149 0.275
C 3.264 1.894 -2.173 0.339 0.030 0.064 -1.137
C 2.379 1.009 -1.322 -0.307 -0.297 0.441 0.946
O 2.471 1.088 -0.063 -0.460 0.118 -0.132 -0.714
O 1.559 0.246 -1.908 -0.223 0.274 0.105 -0.766
H 2.641 2.573 -2.755 0.020 -0.009 -0.049 0.273
H 3.858 1.297 -2.866 -0.163 -0.072 -0.067 0.310
H 3.952 2.460 -1.549 -0.086 0.073 0.024 0.296
C -2.091 -1.805 -2.441 0.155 -0.160 0.180 -0.879
O -1.578 -0.670 -1.757 -0.217 0.208 0.225 -0.061
C -2.024 0.571 -2.269 0.119 0.452 -0.420 -0.571
C -2.506 1.474 -1.149 0.178 0.019 0.147 -0.776
N -1.388 1.755 -0.201 -0.939 0.678 0.095 -0.187
C -1.871 1.993 1.179 0.230 -0.392 -0.385 -0.832
C -0.727 2.146 2.175 -1.208 0.401 0.331 -0.552
O 0.009 0.955 2.255 -0.037 0.475 0.308 -0.127
C 1.097 1.010 3.175 0.203 0.032 0.079 -0.918
H -1.549 -2.670 -2.063 0.047 0.020 -0.020 0.181
H -1.921 -1.715 -3.515 -0.011 -0.017 -0.024 0.340
H -3.158 -1.931 -2.231 -0.002 0.058 -0.098 0.341
H -2.805 0.430 -3.023 -0.163 -0.072 0.197 0.521
H -1.202 1.076 -2.796 0.116 -0.209 0.142 0.245
H -3.345 1.019 -0.616 0.149 -0.137 0.059 0.333
H -2.882 2.412 -1.570 -0.047 -0.065 -0.087 0.380
H -1.012 2.646 -0.513 0.524 -0.257 -0.035 0.156
H -2.469 1.115 1.440 0.008 0.092 0.199 0.320
H -2.521 2.872 1.255 -0.001 -0.004 0.010 0.421
H -1.231 2.333 3.137 0.296 0.049 0.051 0.396
H -0.142 3.044 1.944 0.370 -0.284 -0.100 0.418
H 1.911 1.608 2.759 -0.019 -0.005 -0.019 0.284
H 1.441 -0.011 3.322 0.037 -0.012 -0.062 0.256
H 0.764 1.434 4.128 -0.027 -0.042 -0.049 0.389
O -1.484 -1.767 1.600 -0.309 -0.086 0.120 -0.434
H -2.305 -1.668 2.085 -0.050 -0.021 0.068 0.203
H -1.057 -2.555 1.952 0.194 -0.086 -0.089 0.242
```
Positions in Å, forces in eV/Å.

The value obtained for the highest occupied orbital energy is -8.30 eV. As for the gap between HOMO and LUMO: 8.111 eV. As for the maximum force: 2.8 eV Å⁻¹. The calculation puts the LUMO energy at -0.2 eV. Its total charge is 0.

=====

ORCA calculation (ωB97M-V/def2-TZVPD) on a structure of composition C28H80CrCuN4O14P.

The geometry in XYZ format:
```
129
Properties=species:S:1:pos:R:3:forces:R:3:mulliken_charge:R:1
Cr 0.670 1.303 1.306 0.126 0.252 1.066 -0.191
Cu 0.779 -2.653 -0.948 -0.170 -0.101 -0.214 -0.026
P 0.134 -0.025 -0.612 0.974 -0.966 2.021 0.889
O 1.172 1.115 -0.675 0.723 0.925 -1.353 -0.785
O -1.028 0.600 0.142 -2.147 0.845 -0.056 -0.421
O 0.716 -0.768 0.631 0.962 -3.132 -0.622 1.314
O -0.121 -0.908 -1.810 0.181 0.090 -0.327 0.659
C 3.400 -1.228 -2.406 0.285 0.569 0.146 -0.356
C 4.438 -0.418 -1.633 -0.197 0.959 0.465 -0.460
O 3.995 -0.024 -0.324 -0.545 -0.386 0.030 -0.493
H 2.950 -1.942 -1.700 0.262 -0.259 -0.330 -0.140
H 3.898 -1.686 -3.260 -0.179 -0.451 0.113 0.518
H 2.593 -0.629 -2.824 -0.006 0.216 0.158 -0.102
H 4.686 0.554 -2.072 0.104 -0.407 -0.879 0.246
H 5.363 -0.982 -1.525 -0.066 -0.041 0.204 0.340
H 3.106 0.359 -0.465 0.137 -0.109 0.073 0.009
C 1.545 -2.129 4.882 -0.318 -1.381 -0.286 -0.735
C 1.104 -2.736 3.545 -0.883 0.818 0.188 0.030
O 1.892 -2.222 2.489 0.264 -0.200 -0.024 -0.421
H 1.126 -1.139 5.038 0.617 0.292 0.055 -0.181
H 2.626 -2.274 4.876 0.127 0.906 0.198 0.221
H 1.213 -2.774 5.702 -0.278 0.147 0.005 0.497
H 0.063 -2.488 3.299 -0.122 -0.110 0.337 0.045
H 1.122 -3.822 3.671 0.456 -0.065 -0.585 0.390
H 1.346 -1.665 1.883 0.182 -0.495 0.083 0.171
C -4.715 0.502 -2.981 0.099 -0.275 -0.019 -1.581
C -3.252 0.637 -2.557 -0.429 -0.886 -1.487 1.069
O -2.677 -0.654 -2.835 0.589 0.269 0.800 -0.547
H -4.707 0.155 -4.016 -0.085 0.329 -0.127 0.362
H -5.310 1.412 -2.883 0.177 0.079 -0.060 0.344
H -5.241 -0.301 -2.458 0.213 0.102 0.389 0.329
H -3.110 0.948 -1.524 0.067 0.009 0.070 -0.345
H -2.744 1.289 -3.280 -0.165 0.662 0.557 0.216
H -1.743 -0.595 -2.530 -0.669 -0.411 -0.148 -0.081
C -4.753 -1.860 1.966 -0.112 0.204 -1.099 -1.359
C -3.775 -1.270 0.961 0.927 -1.077 0.345 0.499
O -2.416 -1.587 1.337 -0.191 0.779 0.355 -0.610
H -4.570 -1.492 2.972 -0.210 0.077 0.053 0.261
H -4.747 -2.950 1.956 0.261 -0.011 0.091 0.317
H -5.724 -1.565 1.554 -0.224 0.025 0.637 0.395
H -3.888 -0.185 0.899 -0.110 -0.041 -0.171 -0.354
H -3.899 -1.753 -0.015 -0.459 0.455 -0.086 0.437
H -1.909 -0.803 1.053 0.245 -0.355 -0.294 -0.199
C -0.668 -0.072 -5.752 -1.163 0.190 0.349 -0.876
C -0.355 -1.485 -5.296 -0.143 -0.059 -0.202 -0.220
O 0.771 -1.453 -4.408 -0.588 -0.311 -0.084 -0.500
H -0.858 0.575 -4.887 0.574 -0.076 0.195 -0.051
H -1.657 0.006 -6.220 0.255 -0.353 -0.519 0.389
H 0.098 0.374 -6.379 0.053 -0.095 -0.025 0.322
H -0.171 -2.175 -6.124 0.550 0.290 -0.092 0.449
H -1.214 -1.958 -4.802 -0.086 0.411 0.227 0.203
H 0.375 -1.063 -3.607 0.575 0.021 0.175 0.074
C 2.883 3.440 -3.304 1.695 0.187 -0.863 -1.075
C 1.744 2.683 -3.915 -1.053 0.689 0.422 -0.120
O 0.674 2.615 -2.963 -0.195 -0.707 -0.575 -0.478
H 3.620 3.638 -4.099 0.015 -0.109 0.062 0.417
H 3.444 2.893 -2.544 -0.327 -0.088 0.190 0.131
H 2.644 4.436 -2.937 -0.515 -0.182 0.191 0.270
H 2.014 1.711 -4.338 0.131 -0.146 0.362 0.160
H 1.348 3.253 -4.761 -0.007 0.033 0.040 0.346
H 0.810 1.843 -2.385 0.257 0.530 0.116 -0.069
C -3.639 3.292 0.427 -1.399 -0.536 0.003 -1.266
C -2.732 3.713 -0.722 -0.160 0.729 1.933 1.204
C -2.656 5.257 -0.664 0.135 0.754 0.680 -0.707
O -3.894 5.932 -0.819 -0.518 -0.625 -0.717 -0.386
C -4.423 5.911 -2.161 0.747 0.945 1.540 -0.566
N -1.406 3.168 -0.446 0.394 -0.134 -1.760 -0.301
H -3.927 2.234 0.435 0.324 -0.111 -0.416 0.069
H -4.599 3.812 0.343 0.125 0.148 0.157 0.468
H -3.253 3.451 1.435 0.391 0.473 -0.202 0.199
H -3.215 3.431 -1.663 0.293 -0.283 -0.155 -0.130
H -1.864 5.704 -1.283 -0.213 -0.364 -0.592 0.354
H -2.377 5.622 0.330 0.239 -0.738 0.191 0.271
H -3.694 6.509 -2.716 -0.260 -0.456 -0.792 0.295
H -5.348 6.481 -2.082 -0.118 -0.187 -0.264 0.236
H -4.601 4.896 -2.512 0.098 0.087 -0.305 0.192
H -0.920 3.195 -1.350 0.495 0.483 0.359 0.198
H -1.412 2.141 -0.321 -0.707 0.699 0.281 -0.183
C -2.537 0.821 4.174 -0.297 -0.127 0.166 -1.444
C -1.400 1.716 3.664 0.149 -1.190 -0.296 1.280
C -0.701 2.512 4.778 0.434 -0.102 -0.064 -1.044
O 0.139 1.598 5.475 0.216 0.064 0.102 -0.244
C 0.505 2.023 6.768 -0.463 -0.347 0.600 -1.131
N -0.360 0.752 3.084 -0.925 0.334 1.142 0.353
H -3.393 1.341 4.605 0.139 0.267 -0.046 0.508
H -2.185 0.108 4.927 0.270 0.302 0.177 0.321
H -2.925 0.160 3.398 0.029 0.290 -0.350 0.121
H -1.688 2.332 2.813 -0.362 0.347 0.318 -0.272
H -1.376 2.967 5.506 -0.398 -0.048 -0.284 0.561
H -0.080 3.313 4.362 -0.018 0.024 -0.108 0.374
H -0.386 2.078 7.402 -0.076 0.274 -0.022 0.396
H 1.037 2.975 6.807 -0.029 0.093 -0.282 0.387
H 1.126 1.261 7.238 0.152 -0.072 -0.329 0.285
H -0.892 -0.069 2.785 0.024 0.170 -0.476 -0.220
H 0.004 0.414 3.979 0.993 -0.071 -0.488 -0.090
C 4.547 -0.095 3.382 0.161 -0.400 0.108 -1.731
C 3.463 0.965 3.483 0.110 -0.091 0.771 1.144
C 4.159 2.301 3.856 -1.284 -0.252 -0.860 -0.929
O 4.778 2.321 5.102 0.490 -0.153 -0.236 -0.425
C 3.967 2.556 6.231 0.395 -0.169 -0.334 -0.575
N 2.694 1.043 2.194 1.579 0.009 -0.356 0.345
H 5.032 -0.284 4.343 -0.277 0.128 0.149 0.370
H 5.371 0.203 2.728 -0.260 -0.037 -0.334 0.293
H 4.087 -1.030 3.056 0.271 -0.073 -0.135 0.498
H 2.732 0.575 4.196 0.076 0.574 0.409 -0.551
H 3.460 3.131 3.691 -0.146 0.151 0.439 0.467
H 4.925 2.438 3.090 0.300 0.025 0.136 0.412
H 3.410 1.656 6.515 -0.218 0.204 -0.096 0.184
H 3.320 3.415 6.024 -0.148 -0.111 0.329 0.264
H 4.682 2.771 7.026 -0.279 0.183 0.106 0.301
H 3.378 1.475 1.560 -0.339 0.093 -0.199 0.211
H 2.823 0.064 1.914 -0.674 0.019 -0.468 -0.002
C 1.817 -5.332 -4.074 0.738 -0.194 -2.303 -1.461
C 0.337 -5.149 -3.875 0.673 0.629 2.024 0.557
C -0.279 -6.429 -3.322 -1.421 0.634 -0.872 -0.826
O -0.153 -7.429 -4.304 0.975 -0.163 -0.229 -0.320
C 0.011 -8.756 -3.827 -0.902 0.607 -0.053 -0.720
N 0.220 -4.041 -2.857 -0.195 0.818 0.399 -0.478
H 2.198 -4.545 -4.737 0.133 0.489 0.714 0.339
H 2.040 -6.169 -4.746 -0.376 -0.398 0.421 0.421
H 2.429 -5.452 -3.185 -0.282 0.229 0.241 0.272
H -0.162 -4.702 -4.735 -0.018 -0.940 -0.492 0.337
H -1.358 -6.253 -3.200 -0.009 0.038 0.378 0.354
H 0.127 -6.659 -2.333 0.365 -0.223 -0.148 0.394
H 0.636 -8.738 -2.931 -0.141 -0.366 0.031 0.327
H 0.456 -9.378 -4.603 0.138 0.223 -0.029 0.223
H -1.012 -9.124 -3.655 0.385 -0.413 0.497 0.284
H 0.589 -3.236 -3.376 0.094 0.082 0.136 0.155
H -0.757 -3.769 -2.735 -0.059 -0.318 -0.084 0.238
```
Positions in Å, forces in eV/Å.

The value obtained for the highest occupied orbital energy (spin up / spin down) is -7.83 / -8.66 eV. As for the energy above the lowest of the compared OMol25 structures with the same formula, charge and spin: 1.591 eV. As for the gap between HOMO and LUMO (spin up / spin down): 8.062 / 8.804 eV. The multiplicity is 5. As for the maximum force: 3.3 eV Å⁻¹. The calculation puts the LUMO energy (spin up / spin down) at 0.2 / 0.1 eV. Its expectation value of S² is 6.0116. Its total charge is 0.

=====

| no. | total energy (Eh) |
| --- | --- |
| 1 | -1007.1226 |
| 2 | -5413.5415 |